# C20H23Br3IrN6O3S

A molecular structure, C20H23Br3IrN6O3S at a distorted geometry (ωB97M-V/def2-TZVPD, the OMol25 dataset).

```
57
Properties=species:S:1:pos:R:3:forces:R:3
H -2.158 3.274 -4.978 -0.052 -0.011 0.002
C 0.440 -2.888 0.866 0.043 0.112 0.173
C -0.123 1.963 2.397 -0.119 0.127 -0.032
C 0.494 0.810 4.551 0.001 -0.025 0.003
O 1.479 -0.714 1.196 -0.249 -0.329 -0.163
H 1.923 -0.718 -2.790 0.130 -0.076 -0.064
O 1.218 -2.040 2.935 -0.055 -0.021 0.073
Ir 0.998 0.275 -0.543 1.004 1.473 0.738
Br -0.555 -2.872 -3.024 -0.013 0.053 0.016
H -4.085 -1.091 -0.152 -0.006 -0.001 -0.005
H 0.239 -4.341 2.419 -0.004 -0.007 -0.007
C -3.349 -0.537 -0.716 0.043 0.012 -0.027
H -0.400 0.285 4.883 -0.003 0.015 0.013
H -1.695 -1.238 0.482 0.036 0.005 -0.001
H 4.227 -1.072 -2.459 0.007 0.026 0.000
H 3.923 -1.325 -0.737 0.005 -0.022 -0.004
Br 0.723 3.465 -4.498 0.065 -0.016 0.034
H -0.680 3.727 4.814 0.003 -0.016 0.008
H 0.610 1.743 5.093 0.024 -0.036 -0.009
C -2.970 1.877 -3.567 0.105 -0.027 0.075
C 0.062 -4.119 1.376 0.015 0.083 0.015
Br -4.691 2.100 -4.211 -0.010 0.003 -0.025
H -1.273 3.548 2.184 0.007 -0.008 -0.017
H -2.328 3.702 4.178 0.004 0.013 0.010
H -1.610 2.208 4.760 -0.031 0.044 -0.017
C -0.533 -5.025 0.508 0.002 -0.016 0.022
H -0.842 -6.000 0.858 0.011 -0.003 0.002
C -1.412 0.839 -2.022 0.136 0.249 -0.121
C -1.401 3.141 4.247 -0.003 0.009 -0.012
C -1.941 2.604 -4.158 -0.202 -0.107 0.099
C -3.715 0.246 -1.784 -0.114 -0.006 -0.016
N 2.187 -0.974 -1.841 -0.396 -0.139 0.044
C 1.077 -1.841 1.752 0.074 -0.020 -0.114
H 1.350 0.175 4.755 0.001 -0.020 -0.005
C -0.639 2.490 -3.711 0.144 -0.307 0.331
C 3.633 -0.737 -1.609 0.043 -0.019 -0.014
H 4.857 0.964 -1.057 0.005 -0.012 0.005
H 1.977 -1.963 -1.740 -0.139 0.015 0.042
N -1.052 0.025 -1.003 0.146 -0.379 -0.131
N 0.251 -2.542 -0.405 -0.033 -0.422 -0.354
N -0.940 2.897 2.878 0.006 -0.024 0.035
C -0.334 1.603 -2.627 -0.050 -0.293 -0.202
C -2.003 -0.625 -0.352 -0.024 -0.040 -0.039
H 1.003 0.361 2.549 0.061 0.019 -0.011
H -4.749 0.321 -2.091 0.001 -0.021 0.019
C -2.728 0.973 -2.464 0.029 0.201 -0.153
H -1.185 -5.354 -1.525 -0.005 -0.001 0.016
C -0.317 -3.409 -1.211 -0.013 -0.282 0.220
O 0.848 1.409 -2.191 -0.533 0.544 -0.383
N 0.476 1.035 3.102 0.062 -0.132 0.005
C 3.827 0.733 -1.325 -0.087 -0.101 0.076
C -0.732 -4.675 -0.818 -0.046 0.021 -0.105
N 2.894 1.059 -0.216 -0.046 -0.068 -0.039
S 0.153 2.139 0.666 -0.062 0.028 -0.083
H 2.790 2.067 -0.117 0.049 -0.007 0.090
H 3.544 1.341 -2.184 0.007 0.001 -0.006
H 3.239 0.700 0.675 0.026 -0.038 -0.005
```
Positions in Å, forces in eV/Å.

Output
Relative energy (zero: lowest compared OMol25 entry of this formula, charge and spin) ... 24.7 kJ/mol
E ... -9554.3565 Ha
F_max ... 0.0375 Eh/bohr
Frontier orbital gap (spin up / spin down) ... 0.280 / 0.209 hartree
Expectation value of S² ... 0.779
Multiplicity ... 2
Net charge ... +2
HOMO energy (spin up / spin down) ... -14.098 / -14.238 eV